[1]
Here is C4H4O2 in the gas phase from the OMol25 dataset. Energies are from wB97M-V/def2-TZVPD.

Summary:
* total charge: 0
* total energy: -305.15206 hartree
* relative energy (zero: lowest compared OMol25 entry of this formula, charge and spin): 79.9 kcal per mole
* orbital gap: 10.44 eV

Cartesian coordinates (Å):
O1 1.1683 1.1379 -0.9407
C1 0.3789 1.6050 -0.1615
O2 -0.3056 0.9055 0.7488
C2 -0.0622 -0.5031 0.7306
C3 -1.8076 -1.4627 -0.2245
C4 -0.5792 -1.1925 -0.5416
H1 0.1108 2.6676 -0.0864
H2 1.0091 -0.7014 0.7630
H3 -0.5280 -0.8704 1.6458
H4 0.0644 -1.3315 -1.4049

Here are the Mulliken charges for atoms 1 to 2, given in e: O -0.488; C 0.184

=====

[2]
Here is C4H4O2 in the gas phase at a distorted geometry from the OMol25 dataset. Energies are from wB97M-V/def2-TZVPD.

Summary:
* SMILES string: C#COC(C)=O
* total charge: 0
* total energy: -305.16869 hartree
* relative energy (zero: lowest compared OMol25 entry of this formula, charge and spin): 69.5 kcal per mole
* orbital gap: 10.40 eV

Cartesian coordinates (Å):
C1 -2.3460 0.7061 0.3009
C2 0.1400 -0.3261 -0.1110
C3 -1.3046 1.3214 0.1967
C4 1.6121 -0.5509 -0.2226
O1 -0.0578 1.0326 0.0107
O2 -0.7819 -1.0420 0.1044
H1 -3.3719 0.6785 0.5883
H2 2.0526 0.0391 0.4468
H3 2.0294 -0.3263 -1.2040
H4 2.0280 -1.5325 -0.1102

Here are the Mulliken charges for atoms 1 to 2, given in e: C -0.101; C 0.871